Computed, not measured: a 2-piece molecular cluster, C5H14 overall, with the ωB97M-V functional and the def2-TZVPD basis.

```
19
Properties=species:S:1:pos:R:3:mulliken_charge:R:1
C -0.6411 -1.2302 -1.4056 -0.94
C 0.5126 -0.5390 -2.1086 -0.26
C 0.4306 0.8673 -1.5462 -0.73
H -1.6581 -0.6997 -1.3535 0.30
H -0.8150 -2.2538 -1.8585 0.33
H -0.2957 -1.6948 -0.4518 0.15
H 1.4254 -0.9032 -1.8836 0.36
H 0.4996 -0.6771 -3.2707 0.22
H 0.4043 1.0014 -0.3801 -0.09
H 1.2906 1.5639 -1.7910 0.35
H -0.5274 1.2560 -1.9480 0.28
C -0.4703 -0.2490 2.1941 -0.35
C 0.3001 0.9825 2.3338 -1.10
H -0.9909 -0.1414 1.2548 0.06
H 0.3259 -1.0303 2.1758 0.20
H -1.2786 -0.4013 3.0888 0.25
H 0.9310 1.3116 1.5098 0.30
H -0.3713 1.8792 2.2709 0.29
H 0.9283 0.9579 3.1698 0.37
```

The value obtained for the HOMO energy is -10.94 eV. For the energy above the lowest of the compared OMol25 structures with the same formula, charge and spin, the calculation gives 1.753 eV. As for the gap between HOMO and LUMO: 12.0584 eV. The SMILES is CCC.CC. Its energy is -5410.297 eV.

Computed, not measured: a 2-piece molecular cluster, C5H14 overall, with the ωB97M-V functional and the def2-TZVPD basis.

```
19
Properties=species:S:1:pos:R:3:mulliken_charge:R:1
C 1.2806 -0.5017 -1.1889 -0.92
C 0.7078 0.4500 -2.2470 -0.30
C -0.6071 1.0322 -1.6415 -1.04
H 2.0073 -1.1394 -1.7535 0.29
H 0.4271 -1.1248 -0.9016 0.16
H 1.8843 -0.2730 -0.3180 0.35
H 1.3757 1.2215 -2.5956 0.37
H 0.3667 -0.1324 -3.1154 0.20
H -0.4601 1.6003 -0.7070 0.19
H -0.7709 1.9778 -2.2041 0.35
H -1.5176 0.4542 -1.5744 0.36
C -0.6241 0.3208 2.5681 -0.73
C -0.5756 -1.1196 2.0073 -0.77
H -1.6483 0.5502 2.7872 0.26
H 0.0150 0.3121 3.4568 0.29
H -0.2356 1.0140 1.8336 0.19
H -0.3998 -1.8079 2.8296 0.35
H -1.4446 -1.4769 1.4745 0.29
H 0.2192 -1.3572 1.2901 0.11
```

The value obtained for the HOMO energy is -10.79 eV. For the energy above the lowest of the compared OMol25 structures with the same formula, charge and spin, the calculation gives 0.940 eV. As for the gap between HOMO and LUMO: 11.9546 eV. The SMILES is CCC.CC. Its energy is -5411.109 eV.

Computed, not measured: a 2-piece molecular cluster, C5H14 overall, with the ωB97M-V functional and the def2-TZVPD basis.

```
19
Properties=species:S:1:pos:R:3:mulliken_charge:R:1
C 0.5415 -1.0541 -2.0002 -1.13
C 0.6201 0.4759 -2.1299 -0.20
C 0.5057 1.1609 -0.7545 -0.79
H 0.7013 -1.4107 -3.0206 0.35
H -0.3304 -1.4767 -1.5251 0.28
H 1.3869 -1.3927 -1.3941 0.30
H 1.5260 0.7739 -2.6415 0.29
H -0.2388 0.8031 -2.7166 0.24
H 0.6175 0.5597 0.1253 -0.15
H 0.9731 2.1454 -0.7244 0.39
H -0.5069 1.5630 -0.6673 0.31
C -0.1319 0.0479 2.5986 -0.75
C -1.2512 -0.5656 1.7321 -0.79
H -0.6197 0.7229 3.2967 0.25
H 0.3683 -0.7079 3.1822 0.26
H 0.5753 0.5439 1.9502 0.34
H -1.8681 -1.2472 2.3267 0.37
H -1.9105 0.2550 1.4580 0.27
H -0.9581 -1.1968 0.9048 0.16
```

The value obtained for the HOMO energy is -11.12 eV. For the energy above the lowest of the compared OMol25 structures with the same formula, charge and spin, the calculation gives 0.599 eV. As for the gap between HOMO and LUMO: 12.2900 eV. The SMILES is CCC.CC. Its energy is -5411.450 eV.

Computed, not measured: a 2-piece molecular cluster, C5H14 overall, with the ωB97M-V functional and the def2-TZVPD basis.

```
19
Properties=species:S:1:pos:R:3:mulliken_charge:R:1
C -1.4531 -1.2155 -0.9372 -1.14
C -0.4560 -1.5024 0.2543 0.16
C 0.3385 -2.7715 -0.1713 -1.51
H -2.4078 -1.6218 -0.9057 0.38
H -1.6369 -0.1404 -1.0381 0.31
H -1.0933 -1.5594 -1.9421 0.28
H -0.8907 -1.5159 1.2217 0.37
H 0.1367 -0.6530 0.3735 -0.10
H -0.0788 -3.6210 0.0188 0.41
H 1.3863 -2.7124 0.0891 0.41
H 0.7196 -2.7346 -1.1557 0.40
C 0.5047 2.1078 1.1340 -0.85
C 0.8958 2.8511 -0.0766 -0.92
H -0.3431 1.6089 0.9253 0.21
H 1.2283 1.5035 1.5795 0.33
H 0.1359 2.8214 1.9061 0.33
H 1.8042 3.3240 -0.0902 0.39
H 0.1991 3.6698 -0.2683 0.26
H 1.0106 2.1615 -0.9170 0.27
```

The value obtained for the HOMO energy is -10.86 eV. For the energy above the lowest of the compared OMol25 structures with the same formula, charge and spin, the calculation gives 1.809 eV. As for the gap between HOMO and LUMO: 11.9661 eV. The SMILES is CCC.CC. Its energy is -5410.240 eV.

Computed, not measured: a 2-piece molecular cluster, C5H14 overall, with the ωB97M-V functional and the def2-TZVPD basis.

```
19
Properties=species:S:1:pos:R:3:mulliken_charge:R:1
C 2.3773 0.5226 -1.7860 -1.15
C 1.2597 0.6271 -0.6418 -0.15
C 0.0835 1.6765 -0.7935 -0.90
H 3.1684 1.2158 -1.8038 0.36
H 1.7869 0.4746 -2.6649 0.31
H 2.8660 -0.4951 -1.6095 0.28
H 0.8319 -0.4528 -0.6679 0.14
H 1.7470 0.7324 0.3685 0.31
H -0.3362 1.5560 -1.8367 0.25
H -0.7283 1.2647 -0.1130 0.09
H 0.3342 2.6417 -0.6032 0.42
C -1.1768 -1.3277 2.0888 -1.01
C -2.1943 -1.2371 0.9077 -0.63
H -1.3675 -2.0864 2.8019 0.34
H -0.1476 -1.3152 1.8017 0.31
H -1.1216 -0.3843 2.5500 0.35
H -2.1927 -2.1499 0.3165 0.28
H -3.1788 -0.8529 1.5156 0.23
H -2.0111 -0.4101 0.1698 0.18
```

The value obtained for the HOMO energy is -11.22 eV. For the energy above the lowest of the compared OMol25 structures with the same formula, charge and spin, the calculation gives 1.413 eV. As for the gap between HOMO and LUMO: 12.2997 eV. The SMILES is CCC.CC. Its energy is -5410.637 eV.

Which value of energy above the lowest of the compared OMol25 structures with the same formula, charge and spin does entry 4 give?
1.809 eV